Molecular formula: C7H20BCl6NO4P3
Method: DFT, ωB97M-V with the def2-TZVPD basis set

Structure (XYZ):
```
42
C7H20BCl6NO4P3 | the Open Molecules 2025 dataset | ωB97M-V with the def2-TZVPD basis set
C -0.195 -1.073 1.203
C 0.265 -0.517 -0.154
C 1.760 -0.202 -0.337
Cl 2.406 0.680 1.134
B 2.722 -1.453 -0.748
P 2.446 -3.043 0.371
N 1.353 -4.125 -0.015
P 4.642 -1.105 -0.392
O 5.393 -2.305 -1.251
Cl 5.053 0.592 -1.589
P 2.301 -1.891 -2.595
O 0.890 -1.896 -3.027
O 3.080 -3.308 -2.894
O 3.152 -0.901 -3.576
H -1.077 -0.532 1.550
H -0.462 -2.130 1.136
H 0.566 -0.970 1.974
H 0.021 -1.230 -0.945
H -0.315 0.382 -0.377
H 1.836 0.560 -1.116
H 2.245 -2.465 1.650
H 3.753 -3.540 0.613
H 1.728 -5.061 -0.096
H 4.933 -2.573 -2.058
H 2.589 -3.798 -3.565
H 3.926 -1.320 -3.957
Cl -3.793 -0.985 0.510
C -5.039 0.176 1.011
C -4.442 1.479 1.486
Cl -3.575 1.294 3.038
H -5.637 -0.286 1.794
H -5.669 0.371 0.144
H -5.237 2.204 1.653
H -3.727 1.867 0.763
Cl -2.451 6.271 -0.240
C -2.890 5.007 0.943
C -1.691 4.246 1.451
Cl -0.948 3.220 0.203
H -3.598 4.344 0.452
H -3.380 5.510 1.775
H -2.007 3.585 2.258
H -0.926 4.923 1.822
```

Output
maximum force = 0.006 hartree/bohr
spin multiplicity = 1
total charge = -1
E_HOMO = -4.586 eV

Here are the Mulliken charges for atoms 1 to 8, given in e:
1 C -1.07
2 C -0.05
3 C -0.27
4 Cl -0.24
5 B 0.64
6 P 0.35
7 N -0.75
8 P -0.16

***

Molecular formula: C7H20ClO5
Method: DFT, ωB97M-V with the def2-TZVPD basis set

Structure (XYZ):
```
33
C7H20ClO5 | the Open Molecules 2025 dataset | ωB97M-V with the def2-TZVPD basis set
Cl -9.183 -19.418 1.755
C -11.439 -19.703 -1.693
C -10.116 -20.451 -1.377
C -9.551 -21.069 -2.626
O -9.184 -19.609 -0.797
H -12.142 -20.326 -2.246
H -11.168 -18.790 -2.223
H -11.891 -19.473 -0.728
H -10.414 -21.141 -0.587
H -9.199 -20.307 -3.321
H -10.329 -21.664 -3.103
H -8.631 -21.636 -2.486
H -9.422 -19.715 0.127
C -11.756 -21.844 0.642
C -11.628 -22.484 2.045
O -10.323 -22.308 2.500
O -11.435 -20.390 0.619
H -12.634 -22.180 0.090
H -10.932 -22.217 0.035
H -11.829 -23.554 2.105
H -12.446 -22.040 2.612
H -10.291 -22.448 3.449
H -10.542 -20.393 0.972
C -8.606 -16.112 2.701
C -7.465 -16.229 1.625
O -7.130 -17.696 1.557
O -9.687 -16.855 2.344
H -8.790 -15.040 2.767
H -8.270 -16.425 3.689
H -6.513 -15.724 1.790
H -7.886 -15.919 0.669
H -7.969 -18.142 1.424
H -10.238 -16.337 1.753
```

Output
maximum force = 0.124 hartree/bohr
spin multiplicity = 1
energy relative to the best compared isomer or geometry (same formula, charge and spin) = 290.7 kJ/mol
total charge = -1
E_HOMO = -4.519 eV

Here are the Mulliken charges for atoms 1 to 8, given in e:
1 Cl -0.85
2 C -1.35
3 C 1.83
4 C -1.58
5 O -0.65
6 H 0.30
7 H 0.39
8 H 0.36

***

Molecular formula: C7H20CsN2O3
Method: DFT, ωB97M-V with the def2-TZVPD basis set

Structure (XYZ):
```
33
C7H20CsN2O3 | the Open Molecules 2025 dataset | ωB97M-V with the def2-TZVPD basis set
Cs 0.560 0.941 -0.914
C 4.428 0.508 0.539
O 3.216 0.581 0.392
N 5.074 0.828 1.608
N 5.280 0.203 -0.350
H 6.070 0.977 1.683
H 4.507 1.138 2.384
H 5.042 -0.071 -1.292
H 6.240 0.138 -0.041
C -1.404 -2.792 -0.369
C 0.049 -3.100 -0.582
C 0.502 -2.773 -2.043
O 0.855 -2.411 0.281
H -1.727 -3.177 0.598
H -1.994 -3.321 -1.117
H -1.572 -1.717 -0.438
H 0.160 -4.177 -0.448
H 1.526 -3.113 -2.195
H 0.475 -1.707 -2.267
H -0.209 -3.252 -2.716
H 1.616 -2.964 0.475
C -2.722 3.117 1.627
C -2.842 2.004 0.554
C -4.274 1.826 -0.034
O -2.026 2.376 -0.496
H -1.740 3.584 1.551
H -2.799 2.845 2.680
H -3.378 3.981 1.523
H -2.455 1.076 0.976
H -5.058 1.832 0.724
H -4.401 0.899 -0.593
H -4.560 2.688 -0.636
H -2.437 3.032 -1.063
```

Output
maximum force = 0.128 hartree/bohr
spin multiplicity = 1
total charge = +1
E_HOMO = -12.954 eV

Here are the Mulliken charges for atoms 1 to 8, given in e:
1 Cs 1.10
2 C 0.56
3 O -0.63
4 N -0.41
5 N -0.33
6 H 0.18
7 H 0.22
8 H 0.19